This record from the OMol25 dataset describes a molecular structure, C34H23ClF5IrNO3SSi. The level of theory is ωB97M-V with the def2-TZVPD basis set.

XYZ file:
```
70
Properties=species:S:1:pos:R:3:forces:R:3:lowdin_charge:R:1
Ir 0.483 -1.667 -0.448 -0.220 -0.282 0.234 1.139
F -1.834 -3.005 -2.461 -0.103 0.252 -0.036 0.100
C -1.073 -3.937 -1.890 -0.397 -0.463 -0.592 -0.239
C -0.124 -3.618 -0.972 0.248 0.404 0.325 -0.156
C 0.570 -4.749 -0.479 -0.065 -0.454 0.133 -0.211
F 1.396 -4.611 0.514 0.232 0.137 0.099 0.184
C 0.395 -6.089 -0.926 0.048 0.338 -0.016 -0.147
F 1.132 -7.038 -0.406 0.209 -0.359 0.161 0.177
C -0.543 -6.337 -1.870 0.158 -0.165 0.101 -0.114
F -0.771 -7.547 -2.339 -0.042 0.084 -0.008 0.174
C -1.295 -5.240 -2.350 0.051 0.753 0.229 -0.089
F -2.207 -5.454 -3.251 -0.255 -0.227 -0.319 0.205
C 1.916 4.062 0.708 -0.023 0.006 0.082 -0.087
C 0.640 4.239 0.194 -0.024 0.024 0.016 -0.089
C -0.042 3.160 -0.349 -0.058 -0.030 -0.027 -0.091
C 0.539 1.889 -0.390 -0.082 -0.066 -0.112 -0.294
C 1.814 1.730 0.150 -0.004 -0.123 0.011 -0.113
C 2.499 2.804 0.694 0.041 0.065 0.063 -0.075
Si -0.364 0.505 -1.289 -0.075 0.259 -0.146 0.630
C -2.222 0.604 -0.998 0.207 -0.025 -0.009 -0.293
C -2.788 0.075 0.163 0.055 -0.042 0.045 -0.107
C -4.145 0.197 0.416 -0.060 -0.002 0.041 -0.082
C -4.964 0.852 -0.493 -0.011 0.009 -0.009 -0.086
C -4.420 1.380 -1.655 -0.055 0.006 0.011 -0.082
C -3.062 1.254 -1.904 0.049 0.043 -0.092 -0.101
C 0.000 0.600 -3.130 -0.041 -0.031 0.210 -0.301
C -0.745 -0.151 -4.043 -0.063 -0.038 0.037 -0.115
C -0.438 -0.142 -5.393 0.011 0.003 -0.072 -0.083
C 0.627 0.619 -5.857 0.000 0.001 0.008 -0.086
C 1.378 1.369 -4.965 0.009 0.003 -0.059 -0.081
C 1.067 1.357 -3.614 0.057 0.055 0.071 -0.092
H 2.445 4.902 1.140 0.010 0.011 0.003 0.105
H 0.172 5.214 0.226 -0.002 0.004 -0.009 0.103
H -1.040 3.310 -0.745 -0.008 0.002 -0.004 0.103
H 2.277 0.749 0.172 0.018 0.006 -0.019 0.061
H 3.485 2.657 1.115 0.013 -0.002 0.002 0.107
H -2.163 -0.457 0.874 0.011 -0.010 0.011 0.070
H -4.565 -0.223 1.321 -0.007 -0.006 0.005 0.104
H -6.025 0.947 -0.299 -0.006 0.000 0.006 0.102
H -5.054 1.892 -2.368 -0.006 0.001 -0.003 0.103
H -2.651 1.668 -2.818 0.001 -0.002 -0.004 0.103
H -1.580 -0.747 -3.693 -0.005 -0.010 0.002 0.091
H -1.029 -0.728 -6.086 -0.003 -0.006 -0.009 0.103
H 0.869 0.627 -6.912 0.003 -0.002 -0.012 0.101
H 2.208 1.966 -5.321 0.007 0.002 -0.008 0.103
H 1.661 1.949 -2.926 -0.002 -0.005 0.001 0.101
C 3.108 1.370 5.173 0.035 -0.016 0.011 -0.028
C 1.808 1.760 4.536 -0.134 -0.026 -0.057 -0.194
C 1.402 3.081 4.462 -0.032 -0.090 -0.025 -0.068
C 0.190 3.415 3.872 -0.022 -0.062 -0.059 -0.674
Cl -0.307 5.081 3.841 -0.002 0.074 -0.067 0.655
C -0.619 2.446 3.316 0.100 0.116 0.018 -0.097
C -0.229 1.115 3.386 0.036 -0.080 -0.020 0.002
C 0.962 0.773 4.011 0.014 0.223 0.043 -0.219
O 1.399 -0.509 4.183 0.095 -0.105 -0.045 -0.021
C 0.540 -1.536 3.769 -0.154 -0.083 -0.034 -0.097
C 0.446 -1.703 2.259 -0.040 0.017 -0.064 -0.655
O -0.560 -2.242 1.757 -0.033 -0.009 0.084 -0.059
O 1.400 -1.293 1.529 0.104 -0.028 -0.092 -0.138
H 3.681 2.255 5.447 0.001 -0.001 0.008 0.078
H 3.705 0.760 4.494 0.006 0.001 0.005 0.087
H 2.939 0.774 6.071 0.008 -0.013 -0.001 0.088
H 2.030 3.861 4.873 0.005 0.015 0.006 0.112
H -1.542 2.719 2.825 -0.028 0.011 0.006 0.110
H -0.876 0.369 2.943 0.028 -0.003 0.023 0.105
H -0.471 -1.399 4.164 0.035 -0.035 -0.048 0.139
H 0.936 -2.464 4.183 0.052 0.006 -0.024 0.146
S 2.696 -1.815 -1.378 0.056 -0.062 -0.013 0.580
C 2.547 -3.307 -2.135 0.026 -0.094 -0.116 -0.806
N 2.385 -4.347 -2.627 0.024 0.128 0.117 0.099
```
Positions in Å, forces in eV/Å.

Values from the calculation:
Multiplicity: 6
<S²>: 8.78
ΔE to the lowest compared entry with this formula, charge and spin in eV: 0.053
E_LUMO (alpha / beta) in eV: -0.3 / -4.3
Max |F| in eV Å⁻¹: 0.9
M in g mol⁻¹: 876.375
Net charge: 0
Gap between HOMO and LUMO (alpha / beta) in eV: 7.2 / 4.0


This record from the OMol25 dataset describes a molecular structure, C34H24Cl2IrN2O6S5. The level of theory is ωB97M-V with the def2-TZVPD basis set.

XYZ file:
```
74
Properties=species:S:1:pos:R:3:forces:R:3:lowdin_charge:R:1
Ir -1.059 0.666 1.018 0.064 -0.005 0.047 1.271
C -4.565 1.896 3.190 -0.005 0.005 -0.004 0.002
C -3.391 1.998 2.252 0.011 -0.003 -0.002 -0.333
O -2.695 0.955 2.208 -0.010 0.014 0.019 -0.135
C -3.144 3.203 1.508 -0.005 -0.003 0.000 -0.088
C -4.032 4.297 1.720 0.005 0.002 0.000 -0.044
C -3.910 5.484 1.065 0.003 0.000 -0.004 -0.090
C -2.863 5.639 0.133 -0.002 -0.008 0.004 -0.067
C -1.988 4.625 -0.109 0.000 0.014 0.004 -0.001
C -2.084 3.371 0.561 -0.001 0.000 0.008 -0.314
O -1.183 2.506 0.233 -0.021 0.004 -0.023 -0.208
H -4.565 0.902 3.628 0.001 -0.001 0.001 0.092
H -5.502 2.060 2.659 0.001 0.002 0.002 0.097
H -4.493 2.640 3.983 0.000 -0.002 0.002 0.096
H -4.837 4.182 2.431 0.002 -0.001 0.000 0.101
H -4.603 6.291 1.255 0.001 0.001 -0.001 0.100
H -2.751 6.576 -0.399 -0.001 0.001 0.000 0.108
H -1.179 4.726 -0.819 0.000 -0.002 -0.001 0.122
Cl -4.477 -5.751 0.567 0.002 0.001 0.001 0.661
C -3.464 -4.376 0.888 -0.007 -0.007 -0.007 -0.667
C -2.513 -4.452 1.915 0.009 0.000 0.011 -0.109
C -1.704 -3.386 2.184 -0.001 0.002 -0.009 -0.560
Cl -0.527 -3.508 3.447 0.000 -0.004 0.002 0.725
C -1.783 -2.160 1.457 -0.012 0.008 -0.025 -0.353
O -0.976 -1.214 1.780 0.003 0.007 0.024 -0.269
C -2.757 -2.118 0.421 0.023 -0.010 0.025 -0.127
C -2.945 -1.007 -0.452 -0.045 -0.024 0.003 -0.148
O -2.427 0.120 -0.417 0.032 0.035 -0.050 -0.092
C -3.576 -3.237 0.151 -0.004 -0.001 0.000 -0.057
H -2.415 -5.359 2.497 -0.002 -0.001 -0.001 0.110
H -3.664 -1.162 -1.264 0.001 0.002 0.000 0.146
H -4.296 -3.181 -0.655 0.002 0.002 -0.001 0.117
C 2.482 3.842 2.951 -0.012 0.000 0.000 -0.368
S 2.793 2.751 4.375 0.009 -0.004 -0.007 0.860
C 2.691 1.151 3.695 0.016 -0.001 0.001 -0.987
C 1.661 0.615 2.933 -0.025 0.007 0.023 -0.983
S 0.280 1.525 2.626 -0.028 -0.028 -0.032 0.854
S 1.911 -1.021 2.377 0.020 0.020 -0.005 0.950
C 3.426 -1.292 3.171 -0.015 -0.012 0.001 -1.446
S 4.231 -2.705 3.127 0.005 0.001 0.001 0.620
S 4.019 0.110 4.018 -0.004 0.004 -0.004 0.956
H 3.216 4.643 3.020 0.003 -0.003 0.008 0.037
H 1.476 4.245 2.998 0.000 0.002 -0.005 0.027
H 2.614 3.293 2.021 0.000 -0.004 -0.004 0.018
O 1.944 2.038 0.250 0.010 0.006 0.000 0.019
C 1.618 1.083 -0.429 -0.012 0.013 0.021 -0.544
N 2.329 0.603 -1.498 -0.001 -0.012 -0.025 0.163
C 1.819 -0.683 -1.947 -0.014 0.026 -0.001 -0.268
C 0.533 -0.774 -1.100 0.007 -0.003 0.001 -0.418
O -0.281 -1.667 -1.202 0.001 0.023 -0.001 0.093
N 0.487 0.291 -0.252 -0.031 -0.043 -0.011 -0.001
C 1.435 -0.691 -3.421 0.016 -0.009 0.009 -0.148
C 1.344 0.487 -4.148 -0.002 0.001 -0.004 -0.023
C 0.949 0.458 -5.480 -0.003 0.001 0.002 -0.082
C 0.635 -0.747 -6.088 0.004 -0.004 -0.003 -0.093
C 0.719 -1.927 -5.360 -0.003 0.002 0.000 -0.073
C 1.118 -1.900 -4.034 0.001 0.007 0.004 -0.019
C 2.804 -1.797 -1.610 0.018 0.001 -0.028 -0.149
C 4.036 -1.790 -2.262 -0.011 -0.004 0.005 -0.032
C 4.998 -2.740 -1.963 0.002 0.000 0.005 -0.074
C 4.734 -3.719 -1.012 0.001 0.000 -0.005 -0.085
C 3.506 -3.740 -0.373 -0.006 0.002 0.005 -0.086
C 2.541 -2.784 -0.670 0.003 -0.011 0.016 -0.031
H 3.313 0.817 -1.535 -0.004 -0.003 0.004 0.156
H 1.579 1.429 -3.671 0.000 0.001 0.003 0.110
H 0.885 1.382 -6.040 0.000 0.000 -0.001 0.101
H 0.328 -0.769 -7.126 0.000 0.000 0.000 0.099
H 0.474 -2.872 -5.827 0.000 0.000 0.001 0.103
H 1.180 -2.819 -3.466 -0.002 -0.002 -0.001 0.123
H 4.234 -1.044 -3.024 0.002 0.001 0.000 0.122
H 5.951 -2.722 -2.476 0.001 -0.001 0.001 0.103
H 5.484 -4.463 -0.776 0.000 0.000 0.000 0.103
H 3.292 -4.499 0.368 0.000 0.000 0.001 0.100
H 1.579 -2.825 -0.177 0.010 -0.006 -0.004 0.104
```
Positions in Å, forces in eV/Å.

Values from the calculation:
Multiplicity: 2
<S²>: 0.78
ΔE to the lowest compared entry with this formula, charge and spin in eV: 0.000
E_LUMO (alpha / beta) in eV: -0.4 / -2.6
Max |F| in eV Å⁻¹: 0.1
M in g mol⁻¹: 980.032
Net charge: 0
Gap between HOMO and LUMO (alpha / beta) in eV: 7.7 / 5.5


no.,E_tot (a.u.)
1,-3341.28090
2,-4886.76576